{"formula": "C71H67As2NO3PtSTe", "method": "the ωB97M-V functional and the def2-TZVPD basis", "elements": ["O", "H", "C", "H", "H", "C", "N", "H", "C", "H", "C", "H", "H", "H", "C", "H", "C", "C", "C", "H", "C", "H", "C", "C", "H", "H", "C", "C", "C", "C", "H", "H", "H", "C", "C", "H", "C", "H", "H", "C", "C", "C", "C", "C", "C", "H", "C", "H", "C", "C", "H", "H", "C", "H", "C", "H", "C", "H", "H", "C", "H", "O", "C", "H", "C", "C", "H", "H", "C", "C", "H", "H", "H", "C", "C", "H", "C", "Te", "H", "C", "C", "C", "C", "As", "H", "C", "C", "H", "H", "H", "H", "H", "O", "C", "H", "C", "As", "H", "C", "H", "C", "H", "H", "H", "H", "C", "H", "C", "H", "S", "C", "C", "C", "H", "H", "H", "C", "H", "C", "H", "H", "H", "C", "C", "C", "C", "C", "Pt", "H", "H", "C", "C", "C", "C", "C", "C", "C", "H", "C", "H", "H", "H", "H", "H", "C", "H", "C"], "xyz": [[-0.61603, -0.78017, 2.27374], [-3.94103, 0.61613, 4.39184], [-4.04843, -0.09977, 3.58874], [3.80837, -1.84717, -1.30016], [-1.32833, -3.84597, 4.48494], [7.16467, 4.22473, 0.80014], [0.14297, 0.04603, 0.30604], [-0.69523, -6.00727, 0.75604], [1.97537, -3.81357, -0.42776], [-2.24873, -6.61157, 0.17384], [0.96147, 1.02303, 2.31944], [-3.93323, -4.11537, -3.40226], [-0.30823, 6.33573, -1.57686], [3.28567, -5.37457, 1.28164], [-1.39443, 2.34783, -3.93576], [8.53157, 4.62343, -0.79636], [-1.33213, 5.98393, -1.68206], [3.40567, 4.76893, 2.47784], [5.21107, -1.52477, 0.28414], [-5.01123, -1.57457, 4.81204], [0.66397, 3.93873, -1.17756], [-3.62863, 0.78633, -3.01886], [-3.62513, -1.07347, -1.95686], [-0.37783, 3.74623, -2.27006], [-3.57703, -3.09147, -1.20886], [-7.52373, 3.71273, -0.39746], [-4.31973, 2.63053, -0.17046], [0.05597, 0.05873, 1.60474], [0.05697, -3.98127, 2.84864], [2.99467, 5.26343, 4.89104], [0.96167, 4.34613, 2.91994], [-0.38423, 2.61313, 2.09784], [4.59487, 3.40773, -1.93556], [0.72417, 1.56083, -2.83466], [-4.00253, -2.25317, -4.45436], [3.91687, -5.79557, 3.99634], [-1.61853, -5.72807, 0.25114], [4.01367, 0.41203, 3.78674], [5.61837, 3.77093, 2.19094], [3.57437, 0.07843, -0.41076], [-4.77323, -2.23607, 2.78864], [0.90197, -4.80547, 3.57904], [-0.83793, -4.21997, -3.65826], [-5.79413, 0.84733, -0.82366], [7.53227, 4.30853, -0.53166], [5.55287, 1.36673, 1.99114], [-0.71023, -3.36267, -2.57236], [2.00987, 4.05443, 6.28254], [4.16697, -1.16377, -0.54586], [2.05837, 3.01203, 4.35914], [6.89797, 4.06363, -2.56036], [-3.21043, 2.34083, -5.88606], [-4.64683, -1.32677, 3.82454], [-5.25903, 4.52443, 0.12864], [5.69517, -0.60917, 1.20434], [1.63727, -2.80527, -0.67696], [5.88597, 3.82453, 1.14254], [5.64477, -2.51457, 0.22094], [0.76527, -1.87137, -2.99746], [-1.20023, -3.46697, 3.47344], [-1.39103, 1.43583, -4.51986], [0.40977, 3.32733, -0.09916], [-1.32163, -5.16097, -1.10426], [3.05627, -3.87187, -0.53096], [0.60097, 2.30683, 2.43754], [-4.51083, 1.29043, -0.52866], [-0.91963, -7.38257, -4.55516], [-3.81523, 3.97783, -5.58656], [-0.95053, -3.82337, -1.27596], [5.13307, 0.65133, 1.29674], [-4.37663, 2.63773, -4.59716], [-1.72233, 5.79253, -0.68146], [4.26717, 2.73953, 4.08034], [-5.41973, 3.49233, -0.14476], [3.20097, 1.01533, 3.40194], [-0.80863, -1.57907, -3.74496], [4.03667, 0.99793, 0.52044], [-0.93263, -2.39537, 0.40364], [-2.11573, -4.98037, 0.86744], [2.95057, -6.26007, 3.79834], [-6.88083, 1.70233, -0.78536], [-2.35823, 4.46953, -3.40876], [-1.44753, -6.43827, -4.67396], [3.14437, 2.76633, 0.47514], [-0.58353, -1.28697, -2.01476], [3.31277, 2.48303, 3.61074], [-3.59313, 0.21163, 2.32254], [2.19937, -0.67727, 2.71234], [-3.12783, 5.21403, -3.56926], [0.57017, 0.97883, -1.91936], [-5.93013, -0.19637, -1.09496], [-1.93713, 6.76013, -2.14786], [1.65127, 4.64873, -1.36036], [6.61157, 4.00233, -1.51886], [2.72447, 0.34693, -1.02596], [-3.72083, -0.29307, -3.11466], [-3.05263, -0.01667, -0.41696], [-2.06793, -3.75257, 2.87454], [-3.72273, -0.69317, 1.27224], [1.49877, 2.23373, 4.88404], [-3.88583, -3.03907, -3.32076], [0.75627, 0.87693, -3.67986], [-5.24393, -3.19237, 2.96954], [3.68397, 5.20733, 1.52344], [-4.00453, -0.25227, -5.23256], [-4.30903, -1.92727, 1.52074], [-7.87343, 1.33573, -1.00916], [2.34007, 4.15753, 5.25644], [-3.11173, 1.17053, 2.14024], [-2.76953, 3.28633, 0.28314], [2.05987, -5.33007, 3.02704], [-0.31303, -1.94167, -2.84506], [-3.91993, -0.87097, -4.34886], [1.52967, -4.50977, -1.13916], [-4.13923, -2.71377, -5.42186], [7.87617, 4.47313, 1.57874], [-1.21873, -5.53927, -3.49546], [-1.74263, -7.02757, -2.05746], [-0.38323, 2.55973, -3.00486], [-1.11883, -5.96107, -5.59336], [3.16447, 6.03713, 5.63004], [2.50117, -6.53537, 4.74954], [-1.35883, 4.71463, -2.47826], [5.32987, 3.62313, -1.16736], [4.94547, 3.52363, 0.16554], [-1.44403, -5.99657, -2.20556], [1.46247, 3.37853, 2.97984], [-1.14753, 1.59733, -0.07396], [3.12907, -7.16837, 3.22344], [6.51727, -0.88167, 1.85374], [-6.68463, 3.03273, -0.44226], [-3.68753, -2.45697, -2.08006], [0.38627, -3.65257, 1.53054], [2.37807, -4.98437, 1.72294], [2.16567, 0.39943, 2.82464], [-2.39413, 3.28843, -4.13666], [-3.50833, 3.04683, -5.11436], [-4.41863, -2.65307, 0.72384], [1.56517, -4.14917, 0.96994], [1.67957, 2.07873, -2.74246], [-2.51133, -6.65997, -4.76416], [-1.17813, -2.38037, 3.50574], [3.82057, 6.57433, 3.41424], [0.64787, -5.04547, 4.60304], [2.91127, 3.36413, 2.39674], [-0.65503, -3.83687, -4.65366], [3.44517, 5.56733, 3.55214]], "lowdin_charge": [-0.1865, 0.1061, -0.0670, 0.0865, 0.0778, -0.0929, -0.1214, 0.0833, -0.0667, 0.0758, -0.1709, 0.1080, 0.0785, 0.1177, -0.0257, 0.0915, -0.0404, -0.1107, -0.0983, 0.0980, -0.6896, 0.0907, -0.3425, -0.1066, 0.0807, 0.0968, -0.6724, -0.7295, -0.2992, -0.1063, 0.1561, 0.0784, 0.0979, -0.0464, -0.0738, 0.0791, -0.0590, 0.1105, 0.0915, -0.1122, -0.0966, -0.0152, -0.0328, -0.1142, -0.1105, 0.0957, -0.3277, 0.0989, -0.0980, -0.1916, 0.0964, 0.0683, -0.0896, 0.0946, -0.0885, 0.0472, -0.1302, 0.0950, 0.0901, -0.0767, 0.1083, -0.1969, -0.3004, 0.0689, -0.0287, -0.3958, 0.0753, 0.0723, -0.3712, -0.1261, 0.0735, 0.0530, 0.1450, -0.1299, -0.0697, 0.0794, -0.3643, 1.6671, 0.0415, -0.0571, -0.1014, -0.0133, -0.0556, 1.4994, 0.0022, -0.2015, -0.1153, 0.1256, 0.1142, 0.0234, 0.1031, 0.0743, -0.0049, -0.0962, 0.0734, -0.1182, 1.2379, 0.0524, -0.4018, 0.1482, -0.0774, 0.0752, 0.1006, 0.1006, 0.1006, -0.1286, 0.0932, -0.0518, 0.0678, 0.6225, -0.2752, -0.0732, -0.0736, 0.0864, 0.1021, 0.0973, -0.2894, 0.1142, -0.2312, 0.0704, 0.0914, 0.0692, -0.2395, -0.1090, -0.3683, -0.0251, -0.1929, 0.6757, 0.0761, 0.0973, -0.1004, -0.1048, -0.3322, -0.0185, -0.0403, -0.2808, -0.0600, 0.0855, -0.2840, 0.0831, 0.0763, 0.0569, 0.0976, 0.1100, -0.4110, 0.1179, -0.0920], "s2": 0.76, "multiplicity": 2, "charge": -1, "homo_lumo_gap_ev": [6.111, 6.292], "lumo_energy_ha": [0.0556, 0.0527], "e_homo_ev": [-4.5981, -4.8591]}